Record 1
The following is a quantum chemistry calculation of 9 unconnected molecules or ions with the total composition C5H32ClO11P3 at a distorted geometry, from the Open Molecules 2025 dataset.

Cartesian coordinates (Å):
1 C 5.816353 0.202222 -0.943528
2 C 4.279688 0.026235 -1.135319
3 O 3.808025 -1.216529 -0.661071
4 C 3.566368 1.224256 -0.408570
5 O 2.322022 1.424829 -1.101734
6 P 1.037193 1.924761 -0.113425
7 P -0.355875 0.473860 -1.101679
8 C -1.834796 1.491805 -1.685391
9 C -1.068866 -0.465399 0.380718
10 P 2.273416 3.489273 0.880194
11 O 2.892833 4.546348 -0.299459
12 Cl 0.852851 4.574431 2.004149
13 H 6.256007 0.909224 -1.665752
14 H 6.348351 -0.758436 -1.051707
15 H 6.009292 0.613573 0.065160
16 H 4.068451 0.172866 -2.205998
17 H 4.240121 -1.327322 0.184715
18 H 3.454347 0.919259 0.644920
19 H 4.249041 2.086342 -0.533272
20 H 0.188742 2.986846 -0.643074
21 H 0.690303 1.377932 1.168768
22 H -2.477962 1.738594 -0.813168
23 H -1.500904 2.452737 -2.106986
24 H -2.468036 0.912158 -2.372903
25 H -0.245613 -1.090877 0.754429
26 H -1.372646 0.314822 1.106415
27 H -1.967881 -1.032958 0.102075
28 H 2.675970 4.139817 -1.148171
29 O 0.942260 -2.278020 -3.556998
30 H 0.541635 -1.712470 -2.884267
31 H 1.876552 -2.058542 -3.518984
32 O -2.463280 4.461907 2.991970
33 H -1.516072 4.524367 2.825344
34 H -2.559784 4.731517 3.908973
35 O 0.930353 1.087643 3.448748
36 H 1.345272 1.880401 3.805777
37 H 1.022123 0.437016 4.151206
38 O -3.353307 -3.000994 0.889623
39 H -3.701475 -3.095533 1.782645
40 H -3.008548 -3.870317 0.685320
41 O -6.435308 -1.798436 0.757869
42 H -6.926115 -2.303176 1.411257
43 H -5.518837 -2.062084 0.894707
44 O -4.128061 -5.527574 1.775853
45 H -4.899047 -6.101559 1.800276
46 H -3.412118 -6.113300 1.509922
47 O -0.928282 -2.507843 -6.004225
48 H -0.371936 -2.128128 -6.687502
49 H -0.347199 -2.566062 -5.233934
50 O -2.843475 -0.727016 3.030835
51 H -3.519910 -0.174117 2.628212
52 H -2.462226 -1.208370 2.287025

Forces on the atoms, in the same order (eV/Å):
C -0.198 -0.143 0.276
C 0.759 1.598 0.118
O -0.070 0.308 -0.588
C 1.358 -1.303 -1.299
O -0.784 0.544 1.725
P -1.691 0.242 -1.801
P -0.735 -1.645 -1.199
C 0.035 0.141 1.377
C 0.309 1.531 -0.487
P 2.604 1.097 1.354
O -1.174 -1.272 0.731
Cl -0.079 -0.247 -0.876
H -0.327 -0.220 0.226
H -0.297 0.359 0.038
H 0.093 -0.289 -0.308
H -0.273 -0.630 0.336
H 0.042 -0.364 0.400
H -0.115 0.435 -0.254
H -0.575 -0.099 0.349
H 0.104 -0.130 0.384
H 0.309 0.439 0.114
H 0.317 -0.020 -0.388
H -0.137 -0.456 -0.168
H 0.540 0.248 0.006
H -0.526 0.053 0.110
H 0.258 -0.584 0.067
H 0.520 -0.027 -0.078
H -0.086 0.378 -0.399
O -0.082 -0.068 -0.052
H -0.096 0.190 0.066
H 0.075 -0.025 0.000
O 0.054 0.028 0.020
H -0.049 -0.068 -0.105
H -0.072 -0.001 0.056
O 0.171 0.024 0.062
H -0.030 0.089 -0.068
H -0.109 -0.090 0.000
O 0.042 0.725 0.136
H 0.055 -0.194 0.061
H -0.152 -0.185 -0.107
O 0.042 0.031 0.113
H -0.092 0.002 0.023
H 0.108 -0.069 -0.241
O 0.090 -0.241 0.028
H -0.105 0.045 -0.002
H 0.029 -0.073 0.074
O -0.008 -0.069 0.038
H 0.014 0.041 -0.074
H 0.064 0.062 0.122
O -0.102 -0.196 0.044
H -0.027 0.086 0.032
H -0.001 0.011 0.009

Results
HOMO-LUMO gap = 7.7 eV
largest force on an atom = 3.13 eV/Å

Need the natural (NBO) charges? In units of e they are: -0.65 0.08 -0.70 -0.12 -0.80 0.76 0.35 -0.92 -0.94 0.69 -0.96 -0.35 0.23 0.23 0.20 0.19 0.46 0.20 0.20 -0.06 0.01 0.22 0.23 0.25 0.23 0.23 0.26 0.48 -0.97 0.49 0.47 -0.94 0.47 0.46 -0.95 0.48 0.48 -0.96 0.48 0.48 -0.94 0.46 0.48 -0.95 0.48 0.47 -0.96 0.46 0.49 -0.95 0.47 0.48

Record 2
The following is a quantum chemistry calculation of 11 unconnected molecules or ions with the total composition C5H32N2O11 at a distorted geometry, from the Open Molecules 2025 dataset.

Cartesian coordinates (Å):
1 C -2.105821 -2.592380 -0.362691
2 O -1.982858 -2.205673 -1.717266
3 C -2.557739 -1.398954 0.499760
4 C -1.684808 -0.196354 0.103903
5 C -1.908509 1.010074 1.018212
6 C -0.782246 3.087581 1.101420
7 N -1.134981 2.100977 0.392803
8 N -2.228180 -1.676573 1.934233
9 H -1.122894 -2.908938 -0.039661
10 H -2.767243 -3.439066 -0.227288
11 H -2.784072 -1.823200 -2.087832
12 H -3.613311 -1.213374 0.542173
13 H -1.964464 0.097183 -0.922143
14 H -0.593630 -0.430343 0.089897
15 H -2.913103 1.382129 1.093083
16 H -1.515969 0.671808 2.006961
17 H -0.741813 3.089977 2.209567
18 H -0.026514 3.783685 0.653685
19 H -2.598333 -2.567603 2.219159
20 H -1.226162 -1.619227 2.061905
21 H 1.358289 -1.525502 -3.135959
22 H 2.677636 -2.260300 -2.885791
23 O 1.890197 -2.276609 -3.432459
24 H 3.750070 -0.450017 0.763764
25 H 3.296202 0.819038 -0.138791
26 O 3.592451 0.495938 0.742749
27 H -0.903923 -0.750204 -2.351239
28 H -0.738077 -0.938976 -3.830830
29 O -0.332284 -0.454141 -3.089282
30 H 2.700906 1.319209 -2.555948
31 H 4.090823 0.668182 -2.222702
32 O 3.214280 0.786765 -1.839045
33 H 1.517454 1.328081 4.119390
34 H 1.228166 0.661476 5.451967
35 O 1.778174 1.336401 5.041983
36 H 1.151313 2.272747 -3.714217
37 H 2.050161 3.144291 -2.763714
38 O 2.110644 2.453695 -3.438708
39 H 3.289866 0.009169 3.760893
40 H 3.021499 0.183417 2.230130
41 O 2.722160 -0.300805 3.045310
42 H -0.484238 1.232441 -3.177718
43 H -0.552097 2.435704 -2.290183
44 O -0.407692 2.229935 -3.226277
45 H 3.314262 -3.081467 2.652866
46 H 2.427377 -1.878101 2.295797
47 O 2.393374 -2.837733 2.524228
48 H -4.112284 1.232628 0.049743
49 H -4.902316 0.338721 0.878499
50 O -4.889744 0.654286 -0.034338

Forces on the atoms, in the same order (eV/Å):
C -0.852 0.878 0.228
O 0.360 -0.245 -0.885
C 2.585 -0.818 1.681
C -1.436 0.338 -0.459
C 2.154 -0.423 -0.196
C 2.643 -0.556 0.117
N -0.522 0.672 0.425
N -0.413 0.604 -0.655
H 0.315 0.076 -0.003
H -0.330 -0.295 -0.153
H -0.392 -0.264 0.399
H -0.396 0.153 -0.902
H 0.175 0.083 0.383
H -0.756 -0.079 0.130
H -0.362 -0.254 0.382
H -0.482 0.929 -0.339
H -0.824 0.088 -0.352
H -1.211 -0.092 0.135
H 0.201 -0.284 0.202
H 0.054 -0.487 0.190
H 0.047 -0.011 0.031
H 0.083 0.057 0.068
O -0.080 -0.042 -0.080
H 0.038 -0.047 -0.885
H 0.212 -0.756 -0.120
O 0.122 0.574 0.615
H 0.454 -0.240 -0.013
H 0.432 0.233 0.127
O -0.737 -0.353 -0.209
H 0.653 -0.489 0.921
H -0.067 -0.001 0.113
O -0.425 0.310 -0.961
H 0.056 -0.204 -0.226
H 0.040 -0.013 -0.020
O -0.100 0.302 0.492
H 1.129 0.614 0.853
H -0.122 -0.101 -0.327
O -0.478 -0.012 -0.633
H -0.185 -0.082 0.023
H -0.292 0.106 0.641
O 0.253 0.759 -0.559
H 0.099 0.751 -0.427
H 0.035 0.359 -0.050
O -0.910 -1.115 0.460
H -0.034 0.003 0.040
H 0.030 -0.941 0.853
O -0.134 0.204 -0.724
H -0.555 -0.068 -0.787
H -0.554 -0.245 -0.058
O 0.477 0.421 0.517

Results
HOMO-LUMO gap = 9.9 eV
largest force on an atom = 3.19 eV/Å

Need the natural (NBO) charges? In units of e they are: -0.07 -0.74 -0.09 -0.41 -0.26 -0.05 -0.42 -0.85 0.19 0.17 0.48 0.21 0.20 0.22 0.17 0.21 0.15 0.17 0.36 0.36 0.49 0.47 -0.96 0.48 0.53 -1.00 0.51 0.49 -0.97 0.51 0.47 -1.02 0.48 0.47 -0.95 0.52 0.48 -0.97 0.49 0.50 -1.01 0.50 0.49 -0.98 0.46 0.49 -0.97 0.46 0.46 -0.92

Record 3
The following is a quantum chemistry calculation of 11 unconnected molecules or ions with the total composition C5H32N2O11 at a distorted geometry, from the Open Molecules 2025 dataset.

Cartesian coordinates (Å):
1 N 0.032686 -1.658579 -3.682170
2 C 0.153045 -2.263971 -2.355492
3 C -1.058157 -2.073459 -1.439588
4 N -1.255175 -0.603518 -1.294020
5 C -2.781415 1.242266 -0.645132
6 C -2.627313 -0.279736 -0.883088
7 C -3.046338 -0.901749 0.432952
8 O -2.278809 -1.527825 1.129992
9 H -0.131168 -0.662996 -3.559612
10 H -0.733310 -1.946440 -4.284146
11 H 0.297896 -3.320809 -2.486476
12 H 1.032074 -1.826148 -1.906514
13 H -1.972403 -2.529154 -1.839862
14 H -0.882397 -2.544292 -0.467680
15 H -0.638954 -0.150211 -0.629619
16 H -2.119888 1.829810 -1.305752
17 H -3.829565 1.537729 -0.762226
18 H -2.305521 1.616841 0.271729
19 H -3.286124 -0.571152 -1.689294
20 H -4.020527 -0.658009 0.877940
21 H -0.686342 0.622284 2.274060
22 H 0.875675 0.440313 2.143680
23 O 0.024186 0.171176 1.763708
24 H 0.714976 0.973285 0.130801
25 H 2.099185 0.593366 -0.252940
26 O 1.420484 1.262659 -0.471642
27 H 3.939697 -0.692448 0.005617
28 H 2.870196 -1.343872 0.765904
29 O 3.272523 -0.463549 0.671866
30 H 2.782924 2.276269 2.075114
31 H 1.896570 2.456977 3.314564
32 O 1.938969 2.015394 2.462494
33 H -1.724274 -4.139155 2.053888
34 H -0.894392 -2.842891 2.084976
35 O -0.947542 -3.734980 2.448622
36 H 0.046909 2.503862 -2.921342
37 H 1.125495 2.484305 -1.808160
38 O 0.795932 2.982874 -2.577906
39 H 3.547933 1.771968 -0.263472
40 H 3.602699 1.398907 -1.686736
41 O 4.174250 1.781712 -1.013678
42 H 0.284250 4.456033 0.162951
43 H 0.699326 3.775219 1.407222
44 O 0.593199 4.669554 1.052322
45 H 2.294292 -3.875199 1.597012
46 H 1.098629 -3.536600 0.690931
47 O 2.020391 -3.315202 0.861862
48 H -2.153046 1.366626 3.997866
49 H -2.463847 1.673367 2.434516
50 O -1.797877 1.559132 3.113958

Forces on the atoms, in the same order (eV/Å):
N 0.148 0.783 -0.151
C -1.275 -0.121 -0.855
C 0.895 1.193 0.302
N -1.676 -0.458 0.132
C 0.791 0.473 -0.484
C 0.982 0.830 0.242
C 0.906 -0.290 0.717
O -0.453 0.057 -0.265
H 0.185 -0.054 0.057
H 0.023 -0.586 0.491
H 0.388 -0.590 0.004
H 0.290 0.013 0.318
H 0.170 0.225 -0.211
H 0.060 -0.083 -0.048
H 0.297 -0.627 0.057
H -0.677 -0.517 -0.640
H 0.370 0.243 0.275
H -0.660 -0.566 0.508
H -0.430 -0.138 -0.172
H -0.510 0.109 -0.394
H 0.743 -0.284 -0.036
H -0.334 0.224 0.056
O -0.102 -0.290 -0.355
H -0.084 0.320 0.284
H -0.072 0.014 -0.020
O -0.024 -0.421 0.113
H 0.208 0.614 0.140
H -0.475 -0.009 0.465
O 0.214 -0.896 -0.580
H -0.058 -0.062 0.048
H 0.074 0.065 0.124
O 0.095 0.212 0.016
H -0.069 0.192 -0.041
H -0.319 0.079 0.043
O 0.488 -0.216 -0.021
H -0.222 -0.357 -0.033
H -0.248 -0.136 -0.288
O 0.385 0.506 0.271
H 0.655 0.339 -0.357
H 0.159 0.167 -0.466
O -0.547 -0.277 0.604
H 0.090 0.382 -0.171
H 0.207 0.111 0.269
O -0.215 -0.626 -0.150
H -0.188 0.050 -0.049
H -0.032 -0.039 0.206
O 0.262 0.180 -0.109
H -0.310 0.101 -0.832
H -0.601 0.026 0.458
O 0.494 0.137 0.530

Results
HOMO-LUMO gap = 9.1 eV
largest force on an atom = 1.74 eV/Å

Need the natural (NBO) charges? In units of e they are: -0.84 -0.22 -0.24 -0.64 -0.63 -0.16 0.43 -0.55 0.36 0.35 0.19 0.19 0.18 0.18 0.38 0.24 0.23 0.20 0.21 0.12 0.50 0.50 -1.02 0.50 0.50 -1.03 0.49 0.51 -0.97 0.49 0.48 -0.96 0.47 0.50 -0.96 0.46 0.50 -0.97 0.47 0.47 -0.93 0.47 0.47 -0.95 0.48 0.49 -0.97 0.50 0.49 -0.96

Q: What is the largest force on an atom in the third record?
A: 1.74 eV/Å